No. 1
Computed, not measured: the ion C5H14IN2 with charge +1 at a distorted geometry, with ωB97M-V/def2-TZVPD.

Structure (ORCA input):
```
! RIJCOSX wB97M-V def2-TZVPD def2/J DEFGRID3
* xyz 1 3
C 1.8469 -0.0432 0.2290
C -1.1768 1.7976 -0.7512
C -0.5905 -1.7866 0.4747
C 0.9093 -0.3929 -0.9596
C -1.3779 0.4144 -0.1214
N -0.7096 0.6596 1.4759
N -0.5728 -0.7589 -0.5522
I -3.4664 -0.0525 0.1192
H 1.3887 0.6663 0.7896
H 2.1971 -0.7935 0.9107
H 2.9011 0.4148 -0.2525
H -1.4095 1.7988 -1.8499
H -1.5775 2.5639 -0.1958
H -0.1462 2.0058 -0.8040
H 0.2779 -1.7614 0.9755
H -1.4086 -1.6586 1.2650
H -0.4661 -2.7674 -0.1431
H 1.1907 -1.4034 -1.5266
H 1.0977 0.3345 -1.7700
H -1.0026 1.6029 1.5837
H -1.3129 0.1258 2.2180
H -0.9107 -1.1309 -1.4128
*
```

As for the highest occupied orbital energy (spin up / spin down): -9.61 / -13.94 eV. Its relative energy (zero: lowest compared OMol25 entry of this formula, charge and spin) is 277.5 kJ/mol. Its gap between HOMO and LUMO (spin up / spin down) is 6.75 / 6.51 eV. For the lowest unoccupied orbital energy (spin up / spin down), the calculation gives -2.86 / -7.42 eV.

---

No. 2
Computed, not measured: a structure of composition C42H50BrN9O2PSr at a distorted geometry, with ωB97M-V/def2-TZVPD.

Structure (ORCA input):
```
! RIJCOSX wB97M-V def2-TZVPD def2/J DEFGRID3
* xyz 1 1
Sr -0.4529 -0.3748 0.2721
O -2.0067 3.6594 -5.2639
C -2.5057 3.8564 -4.1512
O -3.4743 4.4974 -3.7256
C -1.7274 3.0963 -2.9909
C -2.1627 3.1982 -1.6813
C -1.5388 2.4295 -0.7066
N -0.5364 1.5941 -1.0070
C -0.1003 1.4983 -2.2712
C -0.6735 2.2487 -3.2902
C 0.9805 0.5107 -2.5289
C 1.6503 0.4636 -3.7514
C 2.6127 -0.5055 -3.9623
C 2.8956 -1.4078 -2.9452
C 2.1956 -1.2858 -1.7616
N 1.2659 -0.3569 -1.5477
C -2.0587 2.4023 0.6844
C -2.9083 3.3966 1.1692
C -3.5312 3.2138 2.3907
C -3.2752 2.0594 3.1195
C -2.3461 1.1722 2.6127
N -1.7504 1.3322 1.4316
H -3.0149 3.8354 -1.4859
H -0.3790 2.1888 -4.3294
H 1.4321 1.1828 -4.5267
H 3.1375 -0.5610 -4.9068
H 3.6437 -2.1793 -3.0647
H 2.3864 -1.9658 -0.9359
H -3.0867 4.2966 0.5994
H -4.2145 3.9604 2.7728
H -3.7698 1.8695 4.0616
H -2.0683 0.2821 3.1695
Br 2.4437 -5.9272 4.7688
C 1.2145 -4.8510 3.8163
C 1.5401 -4.4067 2.5436
C 0.6602 -3.5803 1.8721
C -0.5612 -3.2099 2.4418
C -0.8730 -3.6754 3.7203
C 0.0130 -4.4866 4.4068
N -1.3627 -2.3414 1.6836
C -2.6364 -2.3269 1.7812
C -3.4577 -1.4516 0.9504
C -4.8250 -1.3262 1.1800
C -5.5649 -0.4639 0.3842
C -4.9332 0.2053 -0.6524
C -3.5750 -0.0172 -0.8381
N -2.8474 -0.7896 -0.0445
H 2.4810 -4.6970 2.0950
H 0.8910 -3.2130 0.8772
H -1.7866 -3.3649 4.2123
H -0.2218 -4.8283 5.4054
H -3.1701 -2.9924 2.4639
H -5.2967 -1.8812 1.9808
H -6.6226 -0.3233 0.5625
H -5.4749 0.8751 -1.3056
H -3.0451 0.4491 -1.6616
C 1.1935 -4.4571 -4.8076
C -0.2217 -4.6522 -5.3481
C -0.5938 -3.5507 -6.3401
C -1.2451 -4.7718 -4.2012
N -1.1510 -3.6958 -3.2253
C -0.6043 -3.7133 -2.0004
N -0.6857 -2.5050 -1.4978
N -1.2949 -1.7556 -2.4350
N -1.5775 -2.4525 -3.4681
H 1.9081 -4.4758 -5.6299
H 1.4683 -5.2473 -4.1039
H 1.2914 -3.4910 -4.3068
H -0.2632 -5.6128 -5.8678
H -0.6368 -2.5774 -5.8536
H -1.5651 -3.7465 -6.7963
H 0.1480 -3.5023 -7.1374
H -1.0856 -5.7003 -3.6550
H -2.2568 -4.7714 -4.6051
H -0.1792 -4.5822 -1.5272
C 4.5918 1.7123 3.1591
C 3.1795 1.5965 2.5848
C 3.0371 2.4903 1.3466
P 2.5002 -0.1067 2.2098
C 2.0454 -0.7881 3.8984
C 0.6003 -0.3562 4.1870
C 2.9141 -0.4281 5.1021
C 3.8969 -1.2235 1.6492
C 4.8835 -1.7336 2.6969
C 4.6249 -0.5966 0.4558
H 4.7609 2.7396 3.4892
H 5.3436 1.4887 2.4033
H 4.7552 1.0631 4.0145
H 2.4696 1.9630 3.3365
H 3.7688 2.2201 0.5835
H 3.2123 3.5326 1.6195
H 2.0402 2.4133 0.9079
H 2.0644 -1.8742 3.7595
H 0.5368 0.7332 4.2618
H 0.2523 -0.7792 5.1322
H -0.0679 -0.6930 3.3935
H 2.8937 0.6454 5.2948
H 3.9469 -0.7524 4.9946
H 2.5122 -0.9266 5.9877
H 3.3377 -2.0945 1.2800
H 5.4307 -0.9216 3.1727
H 5.6209 -2.3763 2.2087
H 4.3889 -2.3264 3.4669
H 5.3280 0.1676 0.7837
H 3.9262 -0.1380 -0.2456
H 5.1964 -1.3568 -0.0814
*
```

As for the highest occupied orbital energy: -9.57 eV. Its relative energy (zero: lowest compared OMol25 entry of this formula, charge and spin) is 31.8 kJ/mol. Its gap between HOMO and LUMO is 5.78 eV. For the lowest unoccupied orbital energy, the calculation gives -3.79 eV.

---

No. 3
Computed, not measured: a structure of composition C4H3ORh at a distorted geometry, with ωB97M-V/def2-TZVPD.

Structure (ORCA input):
```
! RIJCOSX wB97M-V def2-TZVPD def2/J DEFGRID3
* xyz 2 5
C 2.2569 -1.1687 -0.4804
C 1.1919 -0.4675 -0.1316
C 0.1902 0.2261 0.2656
C -0.9628 0.8120 0.6409
H 3.2453 -0.8766 -0.1207
H 2.1657 -2.0745 -1.0812
H -1.0423 1.9140 0.8371
O -2.0750 0.5316 -0.0106
Rh -1.5147 -1.0401 -0.9322
*
```

As for the highest occupied orbital energy (spin up / spin down): -19.83 / -21.44 eV. Its relative energy (zero: lowest compared OMol25 entry of this formula, charge and spin) is 0.0 kJ/mol. Its gap between HOMO and LUMO (spin up / spin down) is 8.95 / 7.94 eV. For the lowest unoccupied orbital energy (spin up / spin down), the calculation gives -10.88 / -13.50 eV.

---

No. 4
Computed, not measured: a structure of composition C37H41As2F2N3PRuS at a distorted geometry, with ωB97M-V/def2-TZVPD.

Structure (ORCA input):
```
! RIJCOSX wB97M-V def2-TZVPD def2/J DEFGRID3
* xyz 2 2
Ru -0.6337 0.2875 -0.2619
C 3.2871 -3.3099 2.5554
As 2.6239 -1.9391 1.3337
C 4.2779 -1.5767 0.3459
C 2.6736 -0.4103 2.5740
C 3.8832 0.0250 3.1181
C 3.9448 1.1300 3.9530
C 2.7828 1.8253 4.2614
C 1.5697 1.4067 3.7386
C 1.5034 0.2929 2.8972
As -0.2546 -0.2403 2.2418
C -1.4017 0.5990 3.5625
C -0.5464 -2.0570 2.8934
H 4.2120 -2.9900 3.0332
H 3.4707 -4.2196 1.9840
H 2.5381 -3.5206 3.3177
H 5.1539 -1.8814 0.9160
H 4.3471 -0.5141 0.1122
H 4.2510 -2.1331 -0.5911
H 4.7965 -0.5072 2.8802
H 4.8921 1.4429 4.3677
H 2.8169 2.6842 4.9171
H 0.6781 1.9604 3.9925
H -1.4301 1.6821 3.4806
H -1.0288 0.3064 4.5448
H -2.4050 0.1984 3.4504
H -0.3145 -2.0558 3.9591
H 0.0663 -2.7935 2.3856
H -1.5984 -2.3047 2.7581
F -4.7443 2.8470 2.0731
C -4.0077 2.6101 0.9819
C -3.2012 1.4733 0.9734
C -2.4315 1.1866 -0.1369
C -2.5671 2.0276 -1.2590
C -3.2821 3.2110 -1.1675
F -3.2628 4.0894 -2.1856
C -4.0323 3.5281 -0.0494
C -1.9167 1.5458 -2.4903
C -2.1878 1.9628 -3.7874
C -1.6290 1.2704 -4.8502
C -0.8154 0.1724 -4.6047
C -0.5547 -0.1733 -3.2975
N -1.0740 0.5029 -2.2638
H -3.2125 0.8473 1.8476
H -4.6211 4.4304 0.0060
H -2.8472 2.7950 -3.9593
H -1.8425 1.5782 -5.8643
H -0.3813 -0.4071 -5.4061
H 0.0952 -1.0090 -3.0576
S 0.0358 2.3385 0.5255
C 1.6396 2.6981 -0.0745
N 1.8801 3.7226 -0.8721
C 3.3146 3.9045 -1.1252
C 3.9366 2.7410 -0.3159
N 2.7572 2.0719 0.2435
H 1.1462 4.3121 -1.2299
H 3.6422 4.8818 -0.7761
H 3.5219 3.8227 -2.1912
H 4.5814 3.0909 0.4889
H 4.5006 2.0550 -0.9472
H 2.7899 1.3832 0.9875
C 1.3113 -4.6950 -3.0977
P 1.3751 -3.4856 -1.7311
C -0.3832 -2.9680 -1.5701
C -0.7214 -2.2126 -0.4224
C -2.0453 -1.8621 -0.1543
C -3.0485 -2.1765 -1.0868
C -2.7259 -2.9300 -2.1872
C -1.4057 -3.3550 -2.4094
C 1.9932 -1.9708 -2.5811
C 2.4840 -2.0053 -3.8873
C 2.9291 -0.8518 -4.5205
C 2.8835 0.3661 -3.8625
C 2.4171 0.4131 -2.5561
C 1.9916 -0.7418 -1.9171
H 0.7844 -4.3576 -3.9896
H 0.8435 -5.6073 -2.7250
H 2.3335 -4.9573 -3.3710
H 0.0520 -2.1235 0.3309
H -2.3433 -1.4514 0.8026
H -4.0726 -1.8891 -0.8948
H -3.5004 -3.2343 -2.8779
H -1.2074 -3.9879 -3.2635
H 2.5200 -2.9341 -4.4345
H 3.3027 -0.9112 -5.5332
H 3.2128 1.2675 -4.3613
H 2.3817 1.3587 -2.0326
H 1.6726 -0.6881 -0.8712
*
```

As for the highest occupied orbital energy (spin up / spin down): -13.13 / -13.12 eV. Its relative energy (zero: lowest compared OMol25 entry of this formula, charge and spin) is 375.8 kJ/mol. Its gap between HOMO and LUMO (spin up / spin down) is 7.02 / 6.16 eV. For the lowest unoccupied orbital energy (spin up / spin down), the calculation gives -6.11 / -6.96 eV.

---

No. 5
Computed, not measured: a structure of composition C7H11N at a distorted geometry, with ωB97M-V/def2-TZVPD.

Structure (ORCA input):
```
! RIJCOSX wB97M-V def2-TZVPD def2/J DEFGRID3
* xyz 0 1
C -0.7312 1.6391 0.6665
C -0.6464 0.3639 1.7783
C -0.2134 -0.7979 1.4312
C 0.1887 -1.6319 0.1462
C 0.6326 -0.8374 -1.2224
C -0.3080 0.2263 -1.8840
C -0.2531 0.6439 -0.3777
H -1.6829 1.9782 0.7374
H -0.0112 2.4163 0.9922
H -0.9801 0.7783 2.8228
H -0.1064 -1.4932 2.2861
H -0.6463 -2.2833 0.0449
H 1.2213 -2.1391 0.2651
H 1.3885 -1.4403 -1.6963
H 0.1910 0.7262 -2.6987
H -1.2874 0.0063 -2.2309
H -0.8866 -0.1733 -0.0882
H 1.4815 1.1798 -1.0870
N 1.3290 0.4012 -0.3680
*
```

As for the highest occupied orbital energy: -8.93 eV. Its relative energy (zero: lowest compared OMol25 entry of this formula, charge and spin) is 717.9 kJ/mol. Its gap between HOMO and LUMO is 9.98 eV. For the lowest unoccupied orbital energy, the calculation gives 1.05 eV.

---

No. 6
Computed, not measured: a structure of composition C14H28BCl2F10N4O12Tl at a distorted geometry, with ωB97M-V/def2-TZVPD.

Structure (ORCA input):
```
! RIJCOSX wB97M-V def2-TZVPD def2/J DEFGRID3
* xyz 0 1
Tl 0.2210 3.2910 0.4158
C 1.3243 3.5154 -3.1032
O 2.1209 3.1935 -1.9217
O 0.1161 3.9722 -2.5553
C 2.1129 4.4805 -4.0778
F 2.7748 5.4289 -3.4468
F 3.0298 3.8673 -4.8241
F 1.2882 5.1887 -4.8829
C 3.0663 2.1855 -2.0858
C 3.8607 1.8261 -0.8372
H 3.2474 1.6331 0.0430
H 4.5236 0.9732 -0.9829
H 4.4839 2.6375 -0.4612
H 3.8046 2.4538 -2.8415
H 2.5837 1.2853 -2.4664
H 1.1298 2.6268 -3.7038
C -3.4796 3.6239 -0.1086
O -2.7636 2.9903 0.9713
O -2.4484 4.1380 -0.9596
C -4.6055 2.7120 -0.7767
F -5.3013 3.2592 -1.7861
F -4.0347 1.6130 -1.1732
F -5.5704 2.3180 0.0645
C -3.4876 2.2014 1.9053
C -2.5587 1.9785 3.1207
H -1.6106 1.5676 2.7739
H -2.3988 2.8907 3.6956
H -2.9036 1.2206 3.8240
H -3.6023 1.1901 1.5151
H -4.4836 2.4600 2.2647
H -3.9880 4.4896 0.3159
B 0.4802 -0.0395 0.7658
F -0.8460 0.3732 0.5490
F 1.2567 0.5637 -0.2547
F 0.9423 0.6233 1.8901
F 0.6948 -1.3745 0.9146
Cl 0.9583 -4.4794 2.8583
C 1.9854 -4.7114 1.4176
C 1.3285 -5.7722 0.4793
Cl -0.2090 -5.1693 -0.0371
H 2.9896 -5.0035 1.7249
H 1.9847 -3.7185 0.9680
H 1.2279 -6.7764 0.8911
H 1.9890 -5.8257 -0.3862
C 1.4293 -2.6903 -1.8640
N 2.8459 -2.4717 -1.5462
O 3.2228 -1.3288 -1.4620
O 3.6133 -3.4332 -1.5724
H 1.3634 -3.5598 -2.5179
H 0.9794 -1.8440 -2.3831
H 0.9331 -2.8804 -0.9123
C -2.2890 -0.4688 -2.5526
N -1.0584 0.3523 -2.6030
O -0.2297 0.0029 -3.5027
O -0.9737 1.2997 -1.8573
H -2.2425 -1.4012 -3.1153
H -2.9964 0.1481 -3.1067
H -2.5730 -0.5589 -1.5041
C -2.4127 -2.3573 1.4673
N -3.6083 -3.1481 1.0886
O -4.2177 -3.6615 1.9766
O -4.0289 -3.1539 -0.0889
H -1.8581 -2.7554 2.3170
H -2.9105 -1.4185 1.7104
H -1.7118 -2.2725 0.6369
C 1.8976 -1.3534 4.3209
N 3.2440 -1.0100 4.8178
O 3.4326 0.1822 5.0111
O 4.0680 -1.9255 5.0966
H 1.3241 -0.4265 4.3103
H 1.5228 -2.2080 4.8842
H 2.0008 -1.5595 3.2555
*
```

As for the highest occupied orbital energy: -10.43 eV. Its gap between HOMO and LUMO is 3.86 eV. For the lowest unoccupied orbital energy, the calculation gives -6.58 eV.

---

No. 7
Computed, not measured: a structure of composition C30H50Cl3N4O4SiV at a distorted geometry, with ωB97M-V/def2-TZVPD.

Structure (ORCA input):
```
! RIJCOSX wB97M-V def2-TZVPD def2/J DEFGRID3
* xyz 0 3
C 3.2424 -2.6811 -4.6263
C 2.6254 -1.7357 -5.6072
H 3.0235 -3.7164 -4.9212
H 2.8891 -2.4731 -3.6101
H 4.3397 -2.5833 -4.6233
C 2.4510 -2.0627 -6.9026
C 2.7612 -3.3692 -7.5380
H 2.1216 -1.3258 -7.6358
H 2.2731 -4.2224 -7.0481
H 3.8424 -3.5570 -7.5885
H 2.3997 -3.3228 -8.5739
V 1.6523 -0.0232 1.1689
Cl 3.1622 1.2449 2.2902
Cl 2.6179 0.2727 -0.8728
C 0.7668 2.5465 0.5391
O 0.3977 1.5675 1.2566
N -0.1045 3.4310 0.0483
C -1.5382 3.2062 0.2198
C 0.2867 4.4845 -0.8823
H 1.8267 2.7017 0.3079
H -1.7342 2.7702 1.2045
H -1.9526 2.5592 -0.5684
H -2.0280 4.1763 0.1206
H 1.2885 4.8591 -0.6281
H -0.4638 5.2776 -0.8049
H 0.2800 4.1285 -1.9248
H 0.4754 -4.6350 1.7267
H -0.6543 -3.0641 -1.0824
C -0.6164 -4.5415 1.6288
C -1.4661 -3.2816 -0.3716
N -0.9828 -3.2694 1.0133
H -1.0778 -4.6297 2.6211
C -0.5530 -2.1128 1.5551
O -0.2179 -1.0938 0.8983
H -2.2600 -2.5322 -0.4876
H -0.4922 -2.0749 2.6518
H -0.9826 -5.3563 0.9995
H -1.8797 -4.2728 -0.5874
O 1.4260 -0.4627 -3.9365
C 2.2887 -0.3355 -5.0760
C 0.5758 0.1816 -6.8675
C 1.7338 0.5530 -6.1762
H 0.0554 -0.7308 -6.5501
C 0.1586 0.9114 -7.9882
H 3.2346 0.0921 -4.7014
C 2.4690 1.6693 -6.5932
H -0.7916 0.6463 -8.4620
C 0.9551 1.9537 -8.4740
C 2.0969 2.3437 -7.7638
H 3.3447 1.9644 -6.0028
H 0.6798 2.4553 -9.4049
H 2.6948 3.1930 -8.1051
Si 0.0705 0.4333 -3.4687
Cl 2.4413 -2.1868 1.2845
C -1.4167 -0.1089 -4.4822
C 0.4027 2.2570 -3.8251
C -0.5098 0.2073 -1.7356
H -1.3992 0.3183 -5.4938
H -2.3331 0.2369 -3.9798
H -1.4479 -1.2075 -4.5364
H -0.4839 -0.8333 -1.4094
H -1.5149 0.6122 -1.5754
H 0.2065 0.7369 -1.1014
H 0.4550 2.4363 -4.9111
H 1.3596 2.5692 -3.3807
H -0.3971 2.9012 -3.4274
C -4.7189 0.0370 8.1819
C -3.4034 -0.6862 8.3449
N -2.2277 -0.0163 7.7011
C -1.9557 1.3565 8.1895
C -1.8631 1.4231 9.7079
C -1.9906 -0.3566 6.3656
O -2.7633 -1.0784 5.7381
C -0.6551 0.0181 5.7632
C 0.4899 0.1363 6.5626
C 1.7257 -0.0352 5.9460
C 1.7679 -0.3694 4.5840
N 0.7097 -0.2368 3.7829
C -0.4904 -0.0985 4.3647
H -4.6273 1.0923 8.4544
H -5.4778 -0.3919 8.8451
H -5.0790 -0.0566 7.1527
H -3.1191 -0.7218 9.3999
H -3.4736 -1.6997 7.9295
H -1.0278 1.7059 7.7231
H -2.7565 2.0354 7.8396
H -1.0394 0.7964 10.0708
H -1.6788 2.4628 9.9976
H -2.7969 1.1087 10.1841
H 0.3882 0.3124 7.6347
H 2.6638 0.0281 6.4807
H 2.6893 -0.7087 4.1180
H -1.3638 -0.1531 3.7167
*
```

As for the highest occupied orbital energy (spin up / spin down): -8.47 / -8.57 eV. Its relative energy (zero: lowest compared OMol25 entry of this formula, charge and spin) is 92.6 kJ/mol. Its gap between HOMO and LUMO (spin up / spin down) is 8.62 / 8.85 eV. For the lowest unoccupied orbital energy (spin up / spin down), the calculation gives 0.14 / 0.28 eV.

---

No. 8
Computed, not measured: the molecule C3H10NOPS at a distorted geometry, with ωB97M-V/def2-TZVPD.

Structure (ORCA input):
```
! RIJCOSX wB97M-V def2-TZVPD def2/J DEFGRID3
* xyz 0 1
C -0.5210 0.5057 2.4672
C -0.3279 0.6787 0.9995
C 0.2711 -0.5525 0.2961
P 0.7225 -0.1490 -1.3950
N -0.7183 -0.0581 -2.2526
O 1.4618 -1.5305 -1.7593
S 1.7919 1.3938 -1.9237
H -1.1161 -0.3511 2.7477
H 0.3583 0.3196 3.0891
H -0.8809 1.2828 3.1392
H 0.2493 1.5373 0.7323
H -1.2915 0.9541 0.5184
H 1.1827 -1.0283 0.7169
H -0.4877 -1.3844 0.2282
H -1.6635 -0.4177 -1.8797
H -0.9005 0.5372 -3.0735
H 1.8699 -1.7377 -2.6509
*
```

As for the highest occupied orbital energy: -8.43 eV. Its relative energy (zero: lowest compared OMol25 entry of this formula, charge and spin) is 0.0 kJ/mol. Its gap between HOMO and LUMO is 9.12 eV. As for the SMILES: CCC[P@](N)(O)=S. For the lowest unoccupied orbital energy, the calculation gives 0.69 eV.

---

no.,electronic energy (Eh)
1,-605.60727
2,-5219.73639
3,-338.98855
4,-7103.98982
5,-327.81454
6,-3788.10068
7,-4307.38697
8,-989.89791